The following is a DFT calculation (ωB97M-V with the def2-TZVPD basis set) of a structure of composition C51H72GeHfN6O2P3 at a distorted geometry.

XYZ file:
```
136
Properties=species:S:1:pos:R:3:forces:R:3
Hf -0.250602 1.049120 -0.454608 0.86 -1.39 0.21
C 1.188879 -1.611104 -3.138326 0.23 -0.05 0.04
C 2.459937 -0.813883 -2.893290 -0.32 0.24 -0.12
C 2.653459 0.260518 -3.962277 0.10 0.00 -0.04
P 2.474017 -0.168546 -1.146451 0.02 -0.26 -0.32
C 2.662189 -1.798964 -0.301839 -0.27 0.10 0.43
N 1.436759 -2.478828 0.117723 -0.14 -0.23 -0.26
Ge -0.156916 -1.509124 0.591823 -0.42 -0.63 -0.59
N -2.140384 -1.985892 0.207323 0.58 0.12 0.03
C -3.019980 -1.241538 -0.710345 0.50 0.02 0.45
P -2.157343 -0.337162 -2.067009 -0.26 -0.15 0.19
C -3.431779 0.868712 -2.700033 0.06 0.21 0.21
C -4.871747 0.434379 -2.429935 -0.07 -0.05 -0.06
C -3.209092 2.311286 -2.245376 -0.06 -0.04 -0.01
C -2.313871 -1.619910 -3.409107 0.59 0.01 -0.19
C -1.709788 -2.985010 -3.037644 -0.08 -0.05 -0.03
C -1.831231 -1.155667 -4.789978 -0.08 0.00 -0.02
C -2.585938 -3.253589 0.524398 -0.43 -0.18 -0.16
C -3.865385 -3.769373 0.220617 0.18 0.06 0.06
C -4.164806 -5.105113 0.428693 0.09 -0.06 0.04
C -3.202408 -5.979915 0.921958 -0.24 -0.02 -0.08
C -1.974079 -5.475187 1.302285 0.22 0.07 0.15
C -1.701571 -4.121159 1.168993 -0.07 -0.01 -0.13
N -0.526860 -3.452382 1.702402 0.20 -0.35 0.57
C 0.721736 -4.224183 1.599681 -0.02 0.21 0.12
C 0.990329 -5.337828 2.386936 -0.19 0.08 0.04
C 2.145255 -6.068560 2.187926 0.13 -0.05 -0.05
C 3.043509 -5.651606 1.211608 -0.02 0.00 0.01
C 2.825376 -4.482574 0.501354 0.03 -0.01 0.04
C 1.663896 -3.721400 0.704360 0.20 0.04 -0.03
C -0.714050 -3.055755 3.088782 0.06 -0.21 -0.25
C -1.423421 -3.787437 4.015007 -0.14 0.03 -0.02
C -1.357014 -3.433847 5.358167 0.09 0.13 0.06
C -0.560243 -2.349107 5.775965 -0.09 -0.07 0.01
C 0.112331 -1.584394 4.861245 0.01 -0.06 0.18
C 0.018340 -1.895444 3.477968 0.16 0.02 0.00
N 0.533283 -1.187329 2.472365 -0.12 0.12 0.61
C 1.457585 -0.093626 2.693799 -0.19 -0.01 0.02
P 0.801955 1.599833 2.250120 0.09 -0.62 0.12
C -0.100754 2.013261 3.825958 -0.37 0.18 -0.25
C -1.402566 1.228379 4.045818 0.09 -0.01 0.07
C -0.386318 3.511137 3.981137 0.05 0.03 0.05
C 2.385222 2.528788 2.413449 -0.12 0.35 0.10
C 2.343191 3.878975 1.684128 0.01 0.01 0.09
C 2.927311 2.661304 3.838760 0.14 -0.01 -0.02
C 4.219738 0.484209 -1.156133 -0.03 0.08 0.26
C 4.556194 1.405687 0.008492 0.06 -0.03 0.01
C 5.281679 -0.608400 -1.290639 0.08 0.04 -0.05
H 1.221923 -2.074786 -4.129020 -0.01 0.05 0.07
H 0.326232 -0.949036 -3.104596 -0.04 0.01 0.02
H 1.049410 -2.402025 -2.399814 0.02 0.04 0.00
H 3.302737 -1.501143 -2.934282 0.08 -0.08 0.02
H 1.974875 1.098879 -3.817011 0.02 -0.05 -0.01
H 2.450999 -0.171463 -4.947914 0.03 0.04 0.09
H 3.676041 0.645998 -3.989419 -0.12 -0.03 -0.01
H 3.316270 -1.647030 0.573123 0.04 -0.06 -0.07
H 3.226145 -2.409509 -1.003346 0.04 -0.08 -0.06
H -3.634340 -0.519572 -0.175692 -0.08 -0.08 0.03
H -3.688210 -1.925513 -1.224257 -0.04 -0.10 -0.05
H -3.266424 0.850768 -3.775862 0.02 -0.06 -0.10
H -5.143741 0.574024 -1.380352 0.02 -0.01 -0.07
H -5.063953 -0.607081 -2.698410 -0.01 0.07 0.03
H -5.546328 1.050402 -3.028162 0.01 -0.02 0.05
H -3.374288 2.421036 -1.171385 0.02 0.02 -0.03
H -3.920656 2.970860 -2.748049 0.01 -0.05 0.02
H -2.209004 2.666439 -2.495992 0.04 0.02 0.02
H -3.397013 -1.733731 -3.463476 -0.13 0.01 0.05
H -0.697945 -3.084205 -3.425081 -0.12 -0.01 0.02
H -2.307451 -3.780815 -3.488248 0.04 0.06 0.00
H -1.679335 -3.170483 -1.962514 -0.04 0.00 -0.05
H -0.777490 -0.873295 -4.787932 -0.10 -0.04 -0.03
H -2.405913 -0.313441 -5.179074 0.03 -0.06 0.02
H -1.952041 -1.977293 -5.501726 0.01 0.06 0.06
H -4.635362 -3.115449 -0.162501 -0.03 -0.09 0.02
H -5.157804 -5.471919 0.194327 0.07 0.05 -0.02
H -3.413433 -7.035445 1.038213 0.00 0.08 -0.03
H -1.231980 -6.152484 1.702835 0.00 0.09 0.03
H 0.310189 -5.625943 3.180208 -0.03 -0.01 -0.12
H 2.342810 -6.948968 2.787815 -0.01 0.09 -0.07
H 3.939183 -6.231410 1.017570 -0.06 0.07 0.03
H 3.567221 -4.160370 -0.216138 -0.01 -0.07 0.07
H -2.016020 -4.638713 3.703019 0.06 0.05 0.00
H -1.904257 -4.018816 6.088804 0.07 0.07 -0.04
H -0.489650 -2.102822 6.828685 -0.05 -0.05 -0.06
H 0.679786 -0.727853 5.201547 -0.04 -0.06 -0.05
H 2.327969 -0.236890 2.048699 0.01 -0.10 -0.09
H 1.816773 -0.085662 3.717794 0.10 -0.05 0.09
H 0.628927 1.718959 4.582841 0.03 -0.01 0.06
H -2.241305 1.780065 3.628652 0.04 -0.01 0.05
H -1.588638 1.116956 5.117409 0.02 0.03 -0.07
H -1.401614 0.231695 3.606607 -0.03 0.03 -0.02
H -1.076584 3.859198 3.210397 0.04 -0.04 0.07
H 0.510192 4.127402 3.939157 -0.05 -0.03 0.01
H -0.857807 3.684473 4.953774 0.04 -0.02 -0.10
H 3.074947 1.891530 1.876602 0.10 -0.13 -0.16
H 1.742351 4.614161 2.226087 0.04 -0.06 -0.05
H 1.931660 3.795481 0.676173 0.02 -0.01 0.00
H 3.355754 4.283819 1.600244 -0.07 -0.03 0.04
H 2.347572 3.352894 4.449374 0.03 -0.04 -0.03
H 3.945903 3.054307 3.783426 -0.06 -0.02 0.03
H 2.983703 1.701953 4.360445 0.01 0.08 -0.02
H 4.228375 1.099711 -2.056293 -0.01 0.01 -0.06
H 4.560625 0.860599 0.959216 0.01 0.05 -0.06
H 3.860227 2.243371 0.062519 0.02 -0.02 0.01
H 5.558302 1.821390 -0.126797 -0.06 -0.05 0.02
H 5.346059 -1.220198 -0.387231 0.00 0.04 -0.06
H 6.253490 -0.128768 -1.426519 -0.02 -0.05 0.01
H 5.125930 -1.264524 -2.147513 0.02 0.03 0.06
C -3.965506 1.173076 1.833060 -0.14 -0.13 0.06
C -2.740753 1.769339 1.225496 -0.13 0.23 -0.06
O -1.935669 0.938343 0.627012 -0.70 0.58 0.16
C -2.537761 3.122315 1.227000 0.06 0.25 0.04
C -1.557044 3.802056 0.446811 0.03 -0.10 -0.03
C -1.639133 5.286630 0.299427 0.01 0.03 0.04
N -0.639905 3.124694 -0.214619 0.06 0.70 -0.37
N 0.124253 3.883859 -1.129468 -0.10 0.18 0.05
C 0.563632 3.164377 -2.110860 -0.38 0.15 -0.04
O 0.361495 1.839177 -2.169071 0.05 1.26 -0.92
C 1.185548 3.844383 -3.263630 0.06 -0.10 0.09
C 0.970986 3.343681 -4.544337 -0.04 -0.04 -0.06
C 1.465455 4.024572 -5.646699 -0.01 0.00 -0.01
C 2.183695 5.199758 -5.469913 0.01 0.00 0.00
C 2.396733 5.701238 -4.190331 0.01 0.04 -0.02
C 1.891767 5.031635 -3.088226 0.06 0.04 0.05
H -4.738224 1.086897 1.059664 0.06 -0.02 0.06
H -3.758916 0.172819 2.218672 -0.01 0.06 -0.02
H -4.366377 1.805896 2.622492 -0.03 -0.02 0.00
H -3.260880 3.736215 1.749804 0.06 -0.03 -0.05
H -2.318735 5.711672 1.035312 0.02 -0.03 -0.04
H -0.648949 5.737182 0.384695 -0.08 -0.04 0.00
H -2.000047 5.531764 -0.704105 0.02 -0.02 0.07
H 0.384962 2.440828 -4.677726 0.06 0.04 0.01
H 1.278896 3.643543 -6.643865 0.03 0.03 0.06
H 2.570203 5.731305 -6.331261 -0.02 -0.03 0.05
H 2.947423 6.624466 -4.053498 -0.02 -0.07 -0.02
H 2.034831 5.426804 -2.089042 -0.01 -0.03 -0.07
```
Forces are in eV/Å.

The gap between HOMO and LUMO (alpha / beta) is 6.80 / 4.75 eV. As for the total charge: +2. Its spin multiplicity is 2. The value obtained for the HOMO energy (alpha / beta) is -0.4400 / -0.4403 hartree.